112
Properties=species:S:1:pos:R:3:forces:R:3 method="wB97M-V/def2-TZVPD" orbital_gap_ha="0.2152 / 0.2020" energy_ha=-2964.998614 largest_force_ha_per_bohr=0.037 total_charge=+3 multiplicity=3 s2=2.0278
W 0.197334 -0.231329 0.750481 0.74 -0.48 -0.13
C 4.816983 5.384949 0.317856 -0.15 -0.08 0.02
C 5.212860 3.941288 -0.047141 0.28 0.10 -0.28
C 6.057831 3.351751 1.084449 -0.14 -0.05 0.01
C 6.058631 3.962297 -1.350704 -0.16 -0.05 0.13
C 3.988171 3.120909 -0.341968 0.26 -0.32 0.29
C 3.860688 1.810355 0.104815 0.26 -0.21 0.01
C 2.640349 1.187145 -0.036172 -0.53 0.25 0.04
N 2.190933 0.007723 0.466193 0.49 0.03 -0.23
C 2.598494 -0.749086 1.561686 -0.68 0.21 0.50
C 3.673692 -1.596238 1.709096 0.14 -0.12 -0.28
C 3.733997 -2.431761 2.820635 0.10 0.18 -0.18
C 2.619480 -2.497495 3.684986 -0.19 0.02 0.09
C 1.495719 -1.709134 3.575755 -0.41 0.08 0.05
C 1.520397 -0.740454 2.531008 1.02 -0.66 0.17
O 0.655904 0.332941 2.471843 -0.92 -0.04 0.34
C 0.318054 -1.824336 4.552693 -0.01 0.02 -0.02
C 0.479360 -0.751739 5.643273 0.05 -0.03 -0.07
C 0.310941 -3.214761 5.192865 0.14 0.05 0.13
C -1.049609 -1.635717 3.850779 0.26 -0.10 -0.05
C 4.969108 -3.256362 3.124022 0.16 -0.12 0.03
C 5.599664 -2.662020 4.400207 -0.07 0.00 -0.04
C 6.002492 -3.202444 1.996047 -0.07 0.03 0.05
C 4.590387 -4.726700 3.365068 -0.05 0.08 -0.01
C 1.512054 1.900100 -0.618984 0.67 -0.09 0.08
O 0.368155 1.244954 -0.438186 -0.49 0.90 -0.66
C 1.660982 3.167198 -1.214484 -0.37 -0.03 -0.17
C 2.916107 3.714869 -1.087183 -0.37 0.01 -0.20
C 0.494341 3.887285 -1.892165 -0.12 -0.08 -0.03
C -0.564554 4.227654 -0.825674 0.12 0.03 -0.08
C 0.962735 5.182618 -2.552123 0.05 -0.02 0.06
C -0.115886 2.985878 -2.982223 0.13 0.07 0.10
H 5.691923 5.905289 0.702718 0.01 0.01 0.00
H 4.456992 5.954744 -0.538708 0.00 -0.02 0.00
H 4.045573 5.396603 1.090778 0.06 0.06 0.04
H 6.887122 4.023011 1.298136 0.02 0.00 -0.02
H 5.470839 3.246293 1.999797 0.04 -0.01 0.02
H 6.486905 2.383639 0.822209 0.01 0.00 0.00
H 6.943459 4.571124 -1.167034 0.02 0.01 -0.05
H 6.372492 2.954489 -1.623756 0.05 0.02 -0.03
H 5.505668 4.397644 -2.183694 0.03 0.02 -0.02
H 4.679943 1.297140 0.587042 -0.04 0.07 0.12
H 4.444889 -1.610559 0.951447 -0.02 -0.01 0.00
H 2.659251 -3.205806 4.500285 0.04 0.02 -0.08
H 1.398552 -0.913807 6.206416 -0.01 0.01 0.03
H 0.510514 0.250088 5.212431 -0.02 0.01 0.03
H -0.360027 -0.802957 6.337463 0.00 0.01 0.00
H 1.187199 -3.368461 5.823222 -0.07 -0.07 0.03
H -0.562893 -3.314722 5.836494 0.02 0.02 -0.01
H 0.276766 -3.999113 4.435563 -0.02 -0.09 -0.02
H -1.345815 -0.592338 3.801134 0.01 0.13 -0.15
H -1.036547 -2.082646 2.843769 -0.06 0.02 0.03
H -1.816858 -2.160486 4.421027 0.01 0.03 -0.03
H 5.890683 -1.622896 4.238680 0.00 0.01 0.04
H 4.914319 -2.705361 5.247970 0.02 0.01 0.01
H 6.494219 -3.228212 4.658305 0.00 -0.01 0.00
H 6.374031 -2.189026 1.833544 0.01 -0.01 -0.03
H 6.858789 -3.815753 2.271419 0.01 0.00 0.00
H 5.603748 -3.598270 1.059268 0.02 0.02 -0.01
H 3.960693 -4.856662 4.245853 -0.02 -0.03 -0.04
H 4.080922 -5.137846 2.491015 -0.02 -0.05 0.03
H 5.497128 -5.307704 3.527524 0.01 0.00 0.01
H 3.098573 4.673017 -1.552220 0.03 -0.02 0.10
H -0.140843 4.855769 -0.040281 -0.02 0.01 0.00
H -1.381056 4.778402 -1.292866 0.00 0.00 0.00
H -0.984080 3.333545 -0.367894 -0.04 -0.05 0.04
H 1.401993 5.871835 -1.828341 -0.05 0.05 -0.03
H 1.688445 4.985302 -3.343374 0.01 0.05 -0.01
H 0.107808 5.684939 -3.002125 0.00 -0.01 -0.02
H -0.504492 2.054681 -2.574247 -0.04 -0.06 0.02
H -0.941328 3.509383 -3.463946 0.01 0.01 -0.01
H 0.626137 2.748498 -3.746274 -0.02 0.00 -0.02
S -2.144637 -0.011233 0.180332 0.00 -0.41 -0.09
C -2.722257 -1.649684 0.109437 -1.23 1.36 0.23
N -4.007743 -1.873232 0.174147 0.95 -0.28 -0.02
C -4.456668 -3.246064 0.417845 -0.04 -0.48 -0.04
C -3.684233 -4.189247 -0.465142 -0.53 0.05 -0.05
N -2.241916 -3.977486 -0.296724 -0.05 0.93 0.16
C -1.369181 -5.142052 -0.523163 0.41 -0.56 0.10
C -0.895877 -5.779171 0.772903 -0.05 0.17 0.04
C 0.461793 -5.842651 1.069062 -0.09 -0.01 -0.14
C 0.894452 -6.524958 2.196846 0.04 0.01 0.07
C -0.022378 -7.126830 3.046554 0.04 0.07 -0.02
C -1.379867 -7.038106 2.770926 -0.08 0.01 0.04
C -1.814428 -6.372030 1.636357 0.00 0.01 -0.02
C -1.793026 -2.773434 -0.042113 1.21 -1.39 -0.39
S -0.075410 -2.499356 -0.089562 -0.46 0.25 0.50
C -5.046875 -0.852276 -0.031732 -0.57 0.35 -0.09
C -5.830013 -1.192004 -1.280026 0.05 -0.09 0.01
C -7.131097 -1.674667 -1.191169 -0.02 0.06 0.06
C -7.846572 -1.958899 -2.345957 0.00 -0.04 -0.03
C -7.260361 -1.773495 -3.590399 -0.02 -0.02 0.08
C -5.957523 -1.299024 -3.681315 0.08 -0.02 -0.04
C -5.240388 -1.015626 -2.530337 0.02 0.01 0.04
H -5.517591 -3.316051 0.193904 -0.01 0.06 -0.05
H -4.300730 -3.487030 1.473398 -0.01 0.13 0.01
H -3.941126 -4.031458 -1.518525 0.12 -0.04 -0.01
H -3.928971 -5.217127 -0.210735 0.09 -0.01 0.03
H -0.517241 -4.852809 -1.137526 -0.06 0.10 -0.03
H -1.955196 -5.867332 -1.085784 -0.08 0.13 -0.10
H 1.182556 -5.403260 0.389407 0.02 0.00 0.01
H 1.953261 -6.602574 2.403691 0.01 -0.01 -0.01
H 0.319426 -7.677132 3.912946 0.00 0.01 0.00
H -2.099425 -7.509617 3.426856 0.01 -0.02 -0.02
H -2.875351 -6.357361 1.410792 0.00 -0.03 0.01
H -4.574744 0.121037 -0.125172 0.02 -0.04 0.09
H -5.702732 -0.840232 0.841118 0.11 -0.07 0.05
H -7.603219 -1.803024 -0.222814 0.00 0.03 0.00
H -8.863476 -2.319155 -2.269712 0.00 0.01 -0.02
H -7.819707 -1.995530 -4.488871 0.00 0.02 0.00
H -5.503995 -1.140088 -4.650483 -0.01 -0.01 0.00
H -4.226067 -0.634085 -2.606259 -0.02 0.04 -0.02